DFT (wB97M-V/def2-TZVPD) results for a molecular structure, C37H85Ca3N4O14P2 in a non-equilibrium geometry.

The geometry in ORCA input format:
```
! wB97M-V def2-TZVPD RIJCOSX def2/J DEFGRID3
* xyz -1 1
C 2.8469 -2.8130 -0.8384
C 1.9502 3.4881 3.6667
H -1.3753 -6.9072 -1.0201
H -3.1670 -1.7395 3.5452
C -3.2791 0.6439 2.3722
H -2.3255 -1.8896 -2.4511
O 3.1452 2.0304 -0.6273
H 5.6906 -4.4927 -1.5828
H 5.2349 -1.7472 -0.3015
H -0.0198 -3.0453 5.2730
O 1.7826 0.9633 -3.6597
O 4.9863 0.6754 -0.7439
C 2.6082 -2.7038 -3.8562
C 1.2709 -1.5796 4.3342
H -2.3459 -3.4438 -4.3140
H -1.8051 3.9078 -3.7580
C 0.4246 4.8098 2.3065
H 0.4456 -6.7258 -2.5782
H 3.6631 5.9224 0.2676
H -0.4866 -3.0228 -0.7375
H 2.0019 4.3232 4.3814
H -3.7157 -6.1100 -0.1954
H 2.0043 -0.0037 6.7519
H -3.5591 1.0373 -2.6662
Ca -0.7192 1.2981 -2.0739
C -0.5443 -3.8218 0.0161
H 3.5786 -2.7622 1.1714
Ca 3.0400 0.1598 -1.7800
H 4.7358 -2.8216 -3.6088
H -2.6712 1.1931 4.3095
H 1.8669 -2.5916 -1.2801
H 0.6842 -4.9914 -2.2362
C -4.1941 1.5206 -1.9129
C -0.7073 -6.0453 -0.9343
H -4.0872 5.2382 -2.2042
H -0.8667 -1.7711 4.4784
O -1.5956 -0.3290 -3.5432
H -2.9941 -1.5909 -6.2400
H -3.1566 -0.0914 1.5765
C 0.1421 -1.1337 6.3509
C -2.8228 -1.4549 -5.1720
H 6.7562 -3.7138 -0.4385
C -1.5501 -1.7362 -3.2004
H 1.1811 1.7817 4.8602
C -2.0841 -0.1683 -4.8601
C -1.0203 -3.1707 1.3171
H 0.2017 4.9740 1.2516
H -0.5630 -1.9666 -2.8075
H -1.4390 0.2280 3.4403
C 1.2370 1.7898 -4.4126
C -4.7535 -0.2312 3.9181
C 5.7121 -3.7833 -0.7524
H 2.5211 -1.6253 -4.0171
C -2.5957 -4.5201 -1.1192
C -3.3040 5.1931 -2.9692
C 5.2493 -2.3890 -1.1826
H -2.0805 -2.9497 1.1715
O -1.3881 0.0712 -0.2560
H -0.3840 -1.6110 7.1784
H -2.2403 4.8782 -0.5539
H 1.9187 6.0694 0.3715
H 1.9174 -2.2906 1.0489
H 3.8189 -4.1170 -2.7848
H 5.9565 -1.9506 -1.8807
H -3.0421 -3.6968 -0.5570
C -3.6395 -5.6269 -1.1711
H -3.3824 3.1881 -3.6699
H -3.0730 1.6460 1.9919
N -2.2561 3.1355 -1.8799
H -5.5002 -0.9872 3.6487
H -0.3252 -0.1590 6.1935
O 4.1360 1.6722 1.6018
C -0.3494 4.6455 -1.5019
H 1.6725 -3.0379 -3.3984
C 2.8776 -2.1987 0.5446
C 0.0178 -1.9685 5.0863
H -3.8384 5.4319 -3.8956
C -2.6920 3.8282 -3.1225
C -2.5014 0.3426 3.6435
H 2.6428 -3.2244 -4.8153
C 2.8642 4.8254 1.9006
H 3.1599 5.5623 2.6645
H 2.6939 4.5748 -0.2381
O 0.9298 -0.0549 -1.1180
H 0.0447 -6.3566 -0.2049
C 0.8433 2.4943 4.1089
P 4.5343 1.9329 0.1258
H 5.1468 -4.1679 0.0959
C 0.3972 6.1204 3.0538
H 0.1637 5.2347 -0.7432
Ca 1.9919 1.9356 1.2984
H -0.3904 4.1529 2.6185
H 1.2154 2.5874 -6.0785
C -1.6122 4.0483 -0.9252
H 0.4505 -4.2471 0.1590
O 1.7576 1.9070 -5.6701
H 2.9247 2.9950 3.6975
H 3.1972 -1.1560 0.5537
H 0.8719 6.9243 2.4740
H -4.5244 0.7160 -1.2581
H -3.3753 -6.4088 -1.8897
H -5.1199 0.2253 4.8440
H -0.7657 -5.5072 -3.0632
H 0.9096 6.1344 4.0140
O 5.4917 3.0404 -0.1754
H 0.0302 3.0528 4.5804
H -2.6370 6.0269 -2.7617
H -4.1821 3.4284 -0.9479
H 1.1922 -0.5667 3.9207
N 1.6730 4.0603 2.3360
N 3.8864 -2.3253 -1.7330
N -1.4300 -4.9202 -0.3491
H -0.6309 6.4858 3.1268
H 3.7302 4.1519 1.8452
C 1.6629 -1.0274 6.5321
O -4.6383 0.7348 2.8743
H 2.0655 -1.5939 7.3815
H -0.9966 -2.6657 -5.0890
H 1.6054 -2.2336 3.5334
H -2.3312 -4.2044 -2.1350
H -4.6235 -5.2552 -1.4591
C -3.4560 2.6350 -1.1843
H 0.3824 3.9487 -1.9087
H -3.1555 2.2872 -0.1946
O 0.7247 0.2049 1.5298
C 3.8480 -3.0376 -3.0180
H -3.8025 -1.5159 -4.6873
O 0.1570 2.3654 -4.1123
H 0.4017 1.9582 3.2608
C -0.0515 -5.7979 -2.2900
H -2.7135 0.7110 -5.0184
H -5.0539 1.8827 -2.4833
C 2.7519 5.3708 0.5077
O 2.2791 -1.5331 5.3616
H -0.6006 5.3513 -2.2991
H -0.9636 -3.9069 2.1249
H -3.1114 -1.0759 5.1664
H -1.2625 -0.0613 -5.5809
H -0.4896 -2.2672 1.6144
H 2.8262 -3.9232 -0.8455
C -3.3570 -0.8371 4.1283
C -1.8993 -2.4677 -4.5040
H -1.4558 3.4911 -0.0019
P 0.0777 0.3417 0.1493
O 0.2682 1.8791 -0.1214
*
```

As for the energy above the lowest of the compared OMol25 structures with the same formula, charge and spin: 0.000 eV. The calculation puts the HOMO-LUMO gap at 5.8829 eV. The maximum force is 4.1 eV Å⁻¹. The HOMO energy is -4.0 eV.